348
Properties=species:S:1:pos:R:3:forces:R:3:mulliken_charge:R:1 method="wB97M-V/def2-TZVPD" e_tot_ha=-8170.228014 orbital_gap_ev=8.51 mol_weight_da=2302.7 homo_energy_ev=-8.184 e_lumo_ev=0.33
C 6.236604 -3.616679 -3.390522 -0.248 0.014 0.634 -1.69
C 6.076670 -2.315566 -2.560308 0.653 0.082 0.424 1.94
C 4.753208 -1.651234 -3.030618 0.484 -0.186 0.881 -1.47
C 3.532201 -2.400509 -2.446342 1.234 -0.707 -0.517 1.63
C 3.629569 -2.414920 -0.920080 0.271 -0.297 -0.200 0.16
C 4.957609 -3.133597 -0.442176 -1.048 0.681 -1.330 1.49
N 6.065385 -2.412048 -1.033856 -0.994 1.020 -1.984 0.72
O 7.191114 -3.083644 -0.606415 1.441 -1.196 0.189 -0.60
C 5.049227 -3.000658 1.030064 -1.018 0.258 1.272 -1.39
C 4.907015 -4.626753 -0.815105 -0.634 -0.424 1.034 -0.93
C 7.373601 -1.503316 -2.878186 -0.497 0.330 -1.330 -2.17
H 5.297563 -4.154309 -3.521610 0.102 -0.080 0.148 0.06
H 6.982788 -4.299648 -2.960884 -0.109 0.296 -0.290 0.35
H 6.510453 -3.264279 -4.379994 0.357 -0.276 -0.195 0.54
H 4.731518 -0.603602 -2.746313 -0.016 0.268 0.342 -0.57
H 4.769112 -1.643759 -4.110303 -0.156 -0.199 -0.460 1.02
H 3.620453 -3.447701 -2.813544 -0.398 0.678 0.135 -1.98
H 2.616834 -2.009975 -2.879304 -0.218 0.224 0.310 0.75
H 2.804760 -2.979685 -0.464964 0.050 0.207 -0.149 -0.59
H 3.552552 -1.370700 -0.563621 0.289 -0.492 0.197 -0.11
H 4.053331 -3.330323 1.381652 0.577 -0.105 0.425 0.17
H 5.853006 -3.603621 1.447302 -0.110 0.021 0.140 0.48
H 5.136642 -1.954532 1.355100 0.209 -0.195 -0.186 0.13
H 4.508565 -5.167458 0.067753 -0.196 0.194 -0.505 0.45
H 4.235056 -4.778540 -1.658576 0.261 -0.374 0.019 -0.29
H 5.870883 -5.108055 -0.956019 0.159 0.352 -0.370 0.24
H 7.400887 -1.217725 -3.964223 -0.249 -0.171 0.843 0.33
H 8.273599 -2.109848 -2.762174 -0.131 -0.143 0.220 0.63
H 7.503926 -0.578365 -2.314086 -0.276 -0.044 0.206 0.26
H 7.892014 -2.435948 -0.574480 0.184 0.353 0.144 0.38
C -0.991042 3.287567 -3.823200 -0.254 0.602 -1.065 -0.32
C -2.383663 3.902352 -3.404838 0.866 -0.412 1.055 2.16
C -2.966751 4.676118 -4.615475 0.113 -0.883 0.662 -0.56
C -3.538925 3.725545 -5.694348 0.480 0.262 0.317 -0.72
C -4.481451 2.637137 -5.170068 -0.140 0.339 0.647 -1.17
C -3.970051 1.958709 -3.847863 0.173 0.128 -1.790 1.98
N -3.416426 2.947997 -2.893930 -0.156 -0.351 -0.539 0.05
O -2.849471 2.092171 -1.895678 1.296 -0.463 -0.480 0.97
C -5.145603 1.276987 -3.170506 -0.256 -0.066 -0.342 -1.82
C -2.947096 0.933273 -4.429993 -0.328 -0.807 0.719 -1.59
C -2.080403 4.803703 -2.192645 -0.069 0.378 0.114 -1.72
H -0.333205 2.869146 -3.061202 -0.445 0.144 0.398 -0.25
H -0.422433 4.088478 -4.353365 -0.274 -0.382 0.522 -0.08
H -1.123009 2.514524 -4.572312 0.134 0.023 0.034 -0.10
H -3.736671 5.370547 -4.280010 -0.129 -0.050 0.129 0.48
H -2.126740 5.276071 -4.979831 -0.285 -0.015 -0.290 -0.23
H -2.722736 3.241573 -6.246367 -0.037 0.216 0.107 0.18
H -4.066880 4.355193 -6.395364 -0.170 0.031 -0.457 0.58
H -4.549289 1.849902 -5.946693 -0.140 0.339 0.484 0.27
H -5.500927 3.017751 -5.018337 0.228 0.142 0.032 0.48
H -5.698330 0.722526 -3.937276 -0.044 0.009 0.177 0.51
H -4.811302 0.565464 -2.424846 -0.024 -0.096 0.233 -0.13
H -5.823787 2.016181 -2.712488 0.319 -0.236 -0.189 0.28
H -3.499933 0.126007 -4.942402 0.042 0.216 0.385 0.60
H -2.353318 1.388996 -5.212142 0.158 -0.038 0.035 0.62
H -2.295952 0.462174 -3.672384 -0.211 0.299 -0.304 -0.60
H -2.961386 5.309899 -1.765426 0.119 -0.310 -0.296 0.53
H -1.353028 5.574051 -2.431904 0.107 0.241 -0.360 0.13
H -1.593680 4.230128 -1.396270 -0.252 -0.149 -0.098 -0.11
H -3.164762 2.291076 -1.020802 -0.699 0.789 0.328 -0.23
C 2.361793 -3.437820 4.700275 0.299 0.891 -0.674 -2.15
C 1.961706 -4.774770 5.267165 -0.248 0.084 1.731 2.61
C 3.098032 -5.350701 6.121475 -0.999 0.325 0.107 -1.49
C 2.629632 -6.551109 6.975556 0.710 0.108 -0.839 -0.71
C 1.464214 -6.135409 7.904413 0.782 0.432 -0.753 -1.06
C 0.301827 -5.538570 7.074926 -0.440 0.226 0.821 1.62
N 0.823809 -4.487002 6.230277 1.829 0.614 -0.985 -0.31
O -0.164019 -3.995256 5.377978 -1.774 0.161 -0.505 1.83
C -0.337294 -6.709365 6.365183 -1.732 -0.297 0.287 -2.08
C -0.784402 -4.833031 7.987429 0.466 -0.162 -0.431 -1.67
C 1.608773 -5.698950 4.129538 -0.825 -0.272 -0.825 -1.37
H 1.594846 -3.039974 4.020287 0.261 -0.263 0.120 -0.28
H 3.300247 -3.508544 4.130080 -0.178 -0.127 0.085 0.37
H 2.507575 -2.672740 5.462072 0.025 -0.136 0.268 0.46
H 3.891420 -5.488941 5.390701 0.443 -0.681 0.366 0.47
H 3.410751 -4.585814 6.824654 0.198 0.388 0.026 0.35
H 3.503560 -6.874077 7.542046 -0.142 -0.140 0.307 0.48
H 2.416894 -7.372963 6.286242 -0.341 -0.095 0.274 0.29
H 1.940001 -5.420680 8.599109 -0.698 -0.073 -0.021 0.30
H 1.056715 -6.992217 8.442446 0.202 0.069 0.185 0.42
H -1.146833 -6.440581 5.668157 0.409 0.198 0.221 0.09
H 0.305991 -7.406821 5.860794 0.411 -0.127 -0.004 0.44
H -0.820240 -7.238777 7.191432 -0.165 -0.401 -0.236 0.58
H -1.062122 -5.409436 8.872851 0.214 -0.231 -0.107 0.49
H -0.381695 -3.874896 8.329934 0.003 -0.171 -0.026 0.23
H -1.718820 -4.630889 7.441306 0.386 -0.130 -0.017 0.13
H 1.309870 -6.684237 4.447874 0.261 -0.355 0.138 0.14
H 2.432685 -5.813537 3.410597 -0.117 0.214 0.229 0.48
H 0.717513 -5.324220 3.601590 0.429 0.094 -0.005 -0.17
H -0.470630 -3.143297 5.713468 0.336 -0.137 0.270 -0.44
C 0.827482 8.191643 -6.975861 -0.381 -1.330 -0.813 -2.06
C 1.120122 8.117829 -5.512137 0.082 0.424 2.202 2.66
C 0.948699 6.742866 -4.849806 1.018 -0.247 0.256 -0.60
C 1.608463 6.708351 -3.437233 0.108 0.885 -0.710 -0.54
C 3.132755 6.982369 -3.544731 -0.853 -0.642 -0.469 0.24
C 3.375012 8.351782 -4.127151 -0.094 0.836 -1.166 1.69
N 2.520902 8.483702 -5.378245 1.552 0.725 -0.090 -0.01
O 2.605691 9.883749 -5.719530 -0.099 0.091 0.029 -0.54
C 3.118148 9.483138 -3.089011 -0.206 0.583 -0.236 -1.91
C 4.805438 8.457664 -4.709714 0.344 -0.230 1.207 -1.97
C 0.228783 9.125456 -4.725965 -0.471 -0.318 -1.375 -1.75
H 1.521622 7.515930 -7.545006 -0.660 0.671 0.388 0.29
H 0.901179 9.219302 -7.313092 0.128 0.050 -0.171 0.60
H -0.214063 7.877275 -7.136040 0.219 -0.032 -0.173 0.40
H -0.111690 6.533600 -4.795858 -0.290 -0.191 0.022 -0.05
H 1.440332 5.961683 -5.435343 -0.100 -0.037 -0.253 -0.78
H 1.399191 5.781881 -2.925575 -0.061 -0.514 0.005 -0.07
H 1.134515 7.495820 -2.839867 0.155 -0.100 0.131 0.57
H 3.602991 6.218284 -4.190872 -0.234 0.185 0.099 -0.52
H 3.624273 6.939526 -2.584745 0.057 -0.070 0.398 0.26
H 2.141340 9.382894 -2.605311 0.186 -0.214 0.046 0.38
H 3.866936 9.551610 -2.285265 -0.078 -0.408 -0.379 0.39
H 3.085322 10.477706 -3.580805 0.197 -0.688 0.150 0.44
H 5.028169 9.473189 -5.018122 -0.035 0.143 -0.083 0.48
H 5.541142 8.187086 -3.927695 -0.258 0.160 -0.204 0.35
H 4.975419 7.780472 -5.547630 -0.310 -0.017 0.015 0.38
H -0.367552 8.632777 -3.980504 -0.470 -0.221 0.281 0.31
H -0.423997 9.637445 -5.453974 0.111 0.008 0.582 0.44
H 0.855076 9.830038 -4.239578 0.251 0.792 0.303 0.31
H 2.963481 9.956705 -6.607691 0.146 -0.430 -0.097 0.35
C 0.778044 -4.571154 -7.071938 1.095 0.798 -0.602 -1.81
C 0.934593 -4.477366 -5.565645 0.185 -1.982 2.387 1.70
C 0.728712 -3.046951 -5.017534 -0.374 -1.114 -0.460 -0.01
C -0.739433 -2.666414 -5.128775 -0.817 0.764 0.844 -1.01
C -1.653798 -3.674496 -4.351247 1.308 -0.349 -0.807 -0.74
C -1.470131 -5.144103 -4.861358 0.483 0.076 0.790 1.95
N -0.006892 -5.472678 -4.876096 -0.272 1.171 0.403 0.91
O 0.155588 -6.740550 -5.509966 0.121 -0.019 0.155 -0.60
C -2.183258 -6.134883 -3.916947 -0.352 0.177 0.223 -1.68
C -2.110218 -5.290161 -6.212533 -1.035 0.139 -0.663 -2.24
C 2.325937 -5.020383 -5.038605 0.589 0.806 -2.279 -1.70
H 1.120140 -5.512291 -7.505494 0.294 0.060 0.338 0.38
H 1.350739 -3.732976 -7.523491 -0.251 -0.511 -0.010 0.36
H -0.241999 -4.502396 -7.402129 -0.229 0.355 0.036 0.34
H 1.031907 -2.913599 -3.976273 0.067 -0.507 0.034 -0.89
H 1.462921 -2.504230 -5.613515 -0.402 0.752 -0.060 1.01
H -1.094349 -2.657262 -6.151105 0.175 0.204 -0.402 0.56
H -0.901089 -1.630625 -4.715482 0.048 -0.877 -0.396 -0.15
H -2.701619 -3.462503 -4.514990 -0.309 0.345 0.013 0.93
H -1.455696 -3.568823 -3.289994 0.060 -0.288 0.198 -0.81
H -1.584053 -6.334159 -3.017789 -0.056 -0.163 -0.288 0.00
H -3.151794 -5.738194 -3.565993 0.355 0.258 -0.138 0.40
H -2.479423 -7.051477 -4.446206 0.597 0.020 0.243 0.38
H -3.188082 -5.470275 -6.120348 0.053 0.165 0.186 0.51
H -2.006250 -4.375152 -6.802621 -0.023 -0.390 -0.177 0.40
H -1.729177 -6.174530 -6.714867 0.226 0.140 -0.259 0.38
H 2.527794 -5.950898 -5.626919 0.074 0.547 0.936 0.62
H 2.421933 -5.140757 -3.958332 -0.559 -0.253 -0.166 -0.10
H 3.146914 -4.307687 -5.321900 -0.612 -0.428 0.019 0.36
H 0.835842 -7.179393 -4.967179 -0.417 0.128 -0.017 0.35
C -2.974974 1.539524 4.330989 -0.146 0.072 0.761 -1.19
C -1.833820 2.583426 4.406400 -0.689 -0.765 -0.246 3.22
C -1.305548 2.639979 2.958598 -0.033 1.362 0.850 -0.11
C -2.316126 3.310496 2.016244 0.419 0.206 -0.883 2.13
C -2.758486 4.714883 2.454605 0.395 -0.299 1.422 -1.95
C -3.221455 4.680350 3.960525 0.968 1.307 0.404 2.07
N -2.216814 3.952731 4.809219 0.172 0.634 -1.121 0.09
O -2.725293 3.923829 6.114571 -0.901 -0.669 0.841 -0.54
C -3.277220 6.119349 4.570063 0.375 -0.994 1.077 -2.22
C -4.632186 4.155510 4.045414 -0.634 -0.495 0.043 -1.38
C -0.822107 2.096630 5.446786 0.421 0.131 -0.745 -2.82
H -3.638623 1.746852 3.502073 0.076 -0.393 -0.143 -0.84
H -3.595257 1.568081 5.224357 0.013 -0.021 0.199 0.60
H -2.562192 0.522243 4.248357 -0.071 0.330 -0.118 0.21
H -0.391220 3.223143 2.939962 0.347 0.289 0.041 -0.15
H -1.024006 1.644164 2.678386 -0.153 -0.574 -0.370 -0.73
H -3.178755 2.696757 1.842376 -0.581 -0.496 0.184 -0.57
H -1.872890 3.368666 1.009895 0.115 0.160 0.115 -0.21
H -3.662084 5.078903 1.968357 0.195 -0.129 -0.619 0.46
H -1.934488 5.434345 2.251398 -0.486 -0.299 0.496 0.07
H -2.285772 6.509674 4.790271 0.204 -0.012 -0.246 0.41
H -3.837621 6.861254 4.052846 -0.416 0.346 -1.044 0.43
H -3.789821 6.041610 5.538886 0.155 -0.033 -0.147 0.46
H -5.072664 4.102461 5.047484 0.491 0.059 -0.040 0.30
H -5.257075 4.820694 3.476476 -0.422 0.413 -0.297 0.47
H -4.750839 3.184374 3.598050 -0.138 -0.273 -0.151 0.13
H -1.302863 2.022717 6.417076 0.013 -0.132 0.067 0.60
H -0.013380 2.828049 5.499650 0.121 -0.013 0.135 0.61
H -0.391734 1.129613 5.152442 -0.158 0.135 0.071 0.08
H -2.243584 4.534278 6.683275 0.380 0.063 -0.540 0.35
C 6.785022 4.470225 -5.053237 0.415 0.442 -0.299 -2.08
C 5.804994 3.342605 -4.747844 -0.128 -0.383 0.057 2.42
C 5.209275 3.527030 -3.356112 0.271 -0.400 1.093 -1.63
C 4.084995 2.566758 -3.007227 -1.076 0.672 -0.869 0.98
C 2.953136 2.576523 -4.065465 0.986 -0.783 0.140 0.65
C 3.557178 2.420930 -5.498539 -0.798 0.939 -0.047 1.97
N 4.688299 3.379098 -5.747660 -0.938 0.434 2.691 0.38
O 5.171803 3.107865 -6.995761 1.047 -0.624 -1.642 -0.60
C 3.925737 0.990435 -5.666102 0.323 -1.355 0.163 -2.17
C 2.467070 2.801423 -6.520964 -0.027 0.005 0.776 -1.52
C 6.633645 2.052083 -4.759230 1.312 -0.523 0.408 -1.75
H 6.278881 5.415513 -5.230881 -0.197 0.174 0.232 0.25
H 7.362287 4.274548 -5.956628 -0.118 -0.244 -0.178 0.47
H 7.561001 4.605340 -4.277391 -0.632 -0.130 -0.017 0.41
H 5.970875 3.290778 -2.596289 0.341 0.228 -0.403 0.53
H 4.935709 4.550683 -3.119603 -0.272 0.318 -0.439 0.14
H 3.633717 2.855855 -2.069276 0.027 0.044 0.554 0.05
H 4.464959 1.565960 -2.872285 0.141 -0.369 -0.038 -0.61
H 2.312335 3.449424 -3.965620 0.132 0.360 -0.124 -1.02
H 2.312258 1.694621 -3.833527 0.207 0.509 -0.485 0.29
H 4.571793 0.618727 -4.881224 -0.017 0.035 0.326 0.30
H 2.993384 0.433641 -5.574077 0.055 -0.338 -0.329 0.41
H 4.460688 0.734201 -6.576125 -0.308 0.203 -0.390 0.45
H 1.589924 2.148904 -6.455700 0.171 -0.035 0.137 0.21
H 2.156346 3.805657 -6.241989 -0.152 0.230 -0.384 0.16
H 2.836123 2.763601 -7.535233 0.095 0.077 -0.231 0.47
H 7.662345 2.331207 -4.421814 -0.619 -0.307 -0.345 0.39
H 6.718568 1.613107 -5.752806 0.036 0.194 -0.093 0.33
H 6.349711 1.227931 -4.083947 -0.326 0.519 -0.137 -0.08
H 5.105620 3.921591 -7.500231 -0.085 0.184 0.053 0.36
C -5.813695 0.963884 1.381485 -1.020 0.537 -0.729 0.08
C -7.328520 1.244080 1.060758 1.421 -1.173 0.209 1.91
C -7.898791 0.015094 0.264146 -0.523 0.617 0.080 -1.20
C -7.964113 -1.261039 1.113599 -0.658 0.289 -0.340 0.66
C -8.902364 -1.007608 2.320221 1.466 -0.327 0.318 -1.58
C -8.379593 0.196469 3.150224 -0.542 0.812 -0.593 1.95
N -8.133388 1.404850 2.260400 -1.360 -0.761 0.309 -0.08
O -7.534294 2.380706 3.075213 1.527 -0.022 0.133 -0.37
C -9.422909 0.690906 4.195727 -0.193 -0.740 -0.696 -1.99
C -7.162501 -0.266325 3.931662 0.570 0.427 0.461 -0.89
C -7.308260 2.522168 0.245448 -0.537 -0.116 0.088 -1.67
H -5.707322 0.006933 1.862437 0.589 -0.107 -0.057 -0.83
H -5.358823 1.778676 1.943325 -0.240 -0.128 0.356 0.28
H -5.362807 1.025792 0.397171 0.569 -0.578 -0.154 -0.11
H -8.927726 0.250489 -0.117842 0.763 -0.027 0.363 0.42
H -7.279118 -0.159416 -0.622427 0.053 0.183 0.070 0.20
H -6.957136 -1.543862 1.395682 0.184 -0.042 0.435 -0.69
H -8.291994 -2.104701 0.485368 -0.225 0.274 0.253 0.59
H -8.862100 -1.864835 3.016114 -0.100 0.179 -0.286 0.44
H -9.922587 -0.938578 1.986031 -0.480 0.450 -0.170 0.34
H -8.968451 1.430114 4.865500 -0.177 -0.337 -0.018 0.35
H -10.307139 1.130900 3.698428 0.453 -0.143 0.136 0.46
H -9.764350 -0.203635 4.745824 0.114 0.519 0.103 0.42
H -6.636229 0.599992 4.348716 -0.158 -0.106 0.048 0.16
H -7.559447 -0.842894 4.771363 0.419 -0.238 -0.046 0.72
H -6.392054 -0.817740 3.378200 -0.592 -0.179 0.216 -0.67
H -6.877545 3.323394 0.870292 -0.263 -0.183 -0.491 0.24
H -8.333035 2.742656 -0.056355 0.027 0.389 -0.023 0.55
H -6.707048 2.357989 -0.655215 -0.062 0.196 0.172 0.00
H -8.180571 3.026169 3.326126 -0.895 0.329 -0.169 0.34
F -2.651744 -7.396345 0.364542 0.028 -0.313 -0.622 -0.06
C -2.906123 -7.765913 1.630071 0.448 -0.556 0.212 -0.27
C -3.081460 -9.105137 1.956703 -0.197 -0.211 -0.643 -0.64
C -3.366939 -9.484665 3.242894 0.018 2.093 0.511 -0.66
C -3.465359 -8.438195 4.187228 0.307 -1.680 1.424 -0.68
C -3.175012 -7.135484 3.904391 -0.265 0.213 -1.660 -0.63
C -2.886349 -6.793720 2.568146 -0.463 0.864 1.337 0.79
H -3.035020 -9.833023 1.182854 0.129 -0.441 -0.624 0.54
H -3.509852 -10.498135 3.548122 -0.086 -0.436 -0.060 0.45
H -3.649720 -8.728660 5.228216 -0.132 0.229 -0.361 0.32
H -3.273516 -6.351127 4.621052 0.118 0.277 0.572 0.65
H -2.737701 -5.759412 2.287274 0.171 0.009 -0.054 0.20
F -5.608335 -4.031156 0.388411 -0.164 0.448 -0.153 -0.56
C -4.478899 -3.443938 -0.074867 1.180 -1.119 -0.364 -0.05
C -3.367394 -4.293890 -0.205917 -0.145 0.620 0.329 -1.00
C -2.165342 -3.720619 -0.622584 -1.582 -0.461 -0.449 0.57
C -2.189118 -2.411148 -1.046629 0.775 1.585 0.387 -0.97
C -3.279435 -1.549186 -0.962397 -0.850 -1.775 0.527 0.63
C -4.467764 -2.121449 -0.470381 -0.230 -0.044 -0.351 -0.28
H -3.469140 -5.356848 -0.009834 0.029 0.243 0.125 0.86
H -1.292415 -4.323691 -0.780866 0.312 -0.185 0.115 0.29
H -1.264466 -1.977775 -1.366491 0.512 0.154 -0.373 0.34
H -3.255370 -0.519235 -1.275635 0.172 0.125 -0.134 0.01
H -5.442842 -1.660834 -0.531581 0.064 0.553 0.292 0.20
C -5.787500 -4.146601 3.719299 0.292 0.506 -1.178 -1.26
C -4.537288 -3.295926 3.631188 1.478 -0.576 0.573 1.12
O -4.595801 -2.275126 4.700074 0.633 -1.161 0.471 0.15
C -4.257388 -2.763623 5.879650 0.644 -1.710 1.031 0.36
O -3.925726 -3.917842 6.162928 -0.609 2.557 -0.688 -0.60
C -4.387740 -1.680611 6.998843 -0.853 -0.795 -0.261 0.71
F -3.309130 -1.607235 7.768407 -0.050 0.004 -0.135 -0.19
F -4.660548 -0.493911 6.477513 0.174 0.351 0.160 -0.12
F -5.448197 -2.041858 7.769826 0.532 0.194 -0.147 -0.31
H -5.673710 -4.677180 4.647893 -0.535 -0.328 0.347 0.59
H -5.815603 -4.859991 2.882308 0.046 0.165 0.298 0.37
H -6.687180 -3.518870 3.661169 0.185 -0.251 0.234 -0.07
H -4.310458 -2.652831 2.799965 -0.566 -0.149 -0.823 -0.24
H -3.610292 -3.966939 3.771712 -1.302 1.157 0.048 -0.59
C 1.356378 4.304898 0.695679 -0.099 0.809 -0.149 0.93
C 2.153109 5.299418 -0.093566 1.731 -0.192 0.721 -0.39
O 3.443102 5.531893 0.648348 -0.593 -0.688 -0.107 -0.31
C 4.004615 6.687845 0.472878 -1.697 2.418 -3.014 0.53
O 3.558860 7.593537 -0.275595 1.837 -2.347 2.582 -0.62
C 5.329913 6.801117 1.234056 1.575 -1.311 -0.171 0.79
F 6.414490 6.861489 0.410443 -0.974 -0.410 0.028 -0.27
F 5.380316 7.893762 1.938119 -0.341 0.523 0.995 -0.25
F 5.528133 5.682197 2.030423 -0.287 1.508 -0.622 -0.21
H 1.173149 4.778214 1.661595 -0.210 -0.329 0.127 0.39
H 1.811533 3.318957 0.829168 -0.119 0.336 -0.252 -0.71
H 0.422817 4.295486 0.130671 -0.305 -0.574 0.283 -0.02
H 1.712125 6.269328 -0.158351 -0.608 0.483 -0.103 0.76
H 2.451789 4.983742 -1.082748 0.043 -0.205 -0.274 -0.36
C 1.104836 -5.680973 0.385985 0.468 -0.221 -1.196 -0.90
C 1.387892 -6.167431 -1.053097 -0.293 -0.280 0.761 0.32
O 0.696951 -7.475094 -1.131565 0.585 -0.235 -0.843 -0.23
C 0.967516 -8.128156 -2.250355 2.001 2.631 -1.449 0.44
O 1.691450 -7.681334 -3.159694 -1.703 -1.531 2.044 -0.70
C 0.271777 -9.457868 -2.383779 -1.304 -0.770 1.026 0.85
F 1.082294 -10.481634 -2.398921 1.642 -0.721 -0.454 -0.28
F -0.555572 -9.734858 -1.356106 -0.341 0.739 0.004 -0.25
F -0.425963 -9.461093 -3.499127 -0.512 0.123 -0.731 -0.20
H 1.758525 -6.222493 1.074230 -0.475 -0.157 0.061 0.56
H 0.038702 -5.765722 0.621421 0.307 -0.097 0.134 -0.01
H 1.410013 -4.649310 0.454082 -0.036 0.561 0.074 -0.01
H 2.460573 -6.343861 -1.230118 -0.423 0.098 0.080 0.65
H 1.001072 -5.550527 -1.881301 0.005 -0.100 0.428 -0.28
C 7.438949 2.849056 1.369823 -0.614 0.202 -0.003 -1.42
C 6.127854 2.173783 1.076544 -0.734 1.002 -1.366 0.37
O 5.395860 2.080016 2.288385 -0.586 -0.022 0.783 -0.23
C 4.120891 1.835262 2.155981 -1.336 0.220 -3.392 -0.37
O 3.438313 1.770868 1.097014 2.504 0.226 3.364 -0.03
C 3.487427 1.536730 3.487242 -1.408 0.309 -0.689 0.93
F 3.190662 0.239817 3.407443 -0.712 -0.189 0.562 -0.11
F 4.202582 1.740807 4.561111 0.416 0.255 0.432 -0.29
F 2.365807 2.321135 3.556382 0.412 -0.935 0.378 -0.17
H 7.143083 3.837212 1.715285 0.374 0.135 0.220 0.28
H 8.009947 2.993404 0.463535 0.211 -0.162 -0.213 0.40
H 8.017973 2.349293 2.131202 0.215 -0.195 0.121 0.37
H 6.086279 1.166189 0.686275 0.620 -0.189 -0.509 0.20
H 5.515875 2.844550 0.415006 0.623 -0.741 0.223 -0.03
C 2.478317 3.381986 8.853076 1.313 -1.016 -0.512 -1.22
C 2.726002 2.018225 8.181993 -0.883 1.256 0.460 0.15
O 1.521300 1.314158 8.455577 -1.094 -2.428 -0.622 -0.22
C 1.421220 0.124434 7.821376 2.283 -0.006 -0.830 0.18
O 2.254419 -0.344593 7.054226 -1.590 1.057 1.321 -0.57
C 0.221741 -0.736599 8.220804 -0.397 0.261 1.251 1.09
F 0.584248 -1.650953 9.126258 0.566 -0.122 0.106 -0.29
F -0.753069 -0.030164 8.815614 -0.026 0.116 -0.638 -0.28
F -0.236922 -1.391252 7.176833 -0.491 0.059 -0.643 -0.19
H 3.417314 3.911224 8.654162 -0.392 0.520 0.390 0.41
H 2.304155 3.236706 9.920443 0.150 0.168 -0.089 0.32
H 1.623119 3.876384 8.405677 0.032 0.100 -0.109 0.27
H 3.564890 1.454489 8.560887 0.299 -0.028 0.280 0.39
H 2.824601 2.103186 7.114692 0.189 0.137 -0.508 -0.07
C 0.413828 0.460728 -1.155911 -0.558 1.041 0.280 0.26
C 0.277729 0.902244 0.303174 -1.369 0.245 -1.507 1.57
O -0.551012 -0.033868 1.017343 0.296 -0.468 0.362 0.50
C 0.050179 -1.182194 1.260285 0.290 -0.087 1.068 -0.61
O 1.125451 -1.552841 0.902107 0.429 -0.030 -0.468 -0.41
C -0.720887 -1.990682 2.303711 -0.851 -0.058 0.276 0.09
F -0.605242 -1.415111 3.525459 0.377 -0.304 -0.330 0.10
F -2.017477 -1.968799 2.010450 -0.673 -0.127 0.004 0.06
F -0.334914 -3.262770 2.363305 0.141 0.451 0.036 0.27
H -0.595921 0.390928 -1.607037 0.538 -0.094 0.129 -0.70
H 0.976757 -0.463189 -1.245798 0.039 0.042 -0.121 -0.01
H 0.931128 1.300107 -1.634434 0.093 -0.324 -0.324 -0.13
H -0.312658 1.828932 0.372071 0.387 -0.230 -0.087 -0.78
H 1.232300 1.031227 0.753945 0.710 -0.116 0.665 -0.14